{
  "formula": "C35H30Br2F17O4P",
  "method": "ωB97M-V with the def2-TZVPD basis set",
  "orbital_gap_ha": 0.3401,
  "e_tot_ha": -8839.7603,
  "smiles": "C[C@H](Br)[C@@H](Br)O[P@@](=O)(O)OCCC(F)(F)C(F)(F)C(F)(F)C(F)(F)C(F)(F)C(F)(F)F.Fc1ccccc1.Fc1ccccc1.Fc1ccccc1.Fc1ccccc1",
  "homo_energy_ha": -0.3389,
  "symbols": ["C", "C", "Br", "C", "Br", "O", "P", "O", "O", "O", "C", "C", "C", "F", "F", "C", "F", "F", "C", "F", "F", "C", "F", "F", "C", "F", "F", "C", "F", "F", "F", "H", "H", "H", "H", "H", "H", "H", "H", "H", "H", "F", "C", "C", "C", "C", "C", "C", "H", "H", "H", "H", "H", "F", "C", "C", "C", "C", "C", "C", "H", "H", "H", "H", "H", "F", "C", "C", "C", "C", "C", "C", "H", "H", "H", "H", "H", "F", "C", "C", "C", "C", "C", "C", "H", "H", "H", "H", "H"],
  "coordinates": [[1.8485, 1.5028, 0.4563], [0.8382, 1.1377, -0.7305], [-0.6485, 2.4920, -0.6439], [0.1375, -0.2840, -0.3309], [1.3910, -1.5904, 0.4793], [-0.8276, 0.0554, 0.7244], [-2.2750, -0.7360, 0.3137], [-2.9646, 0.0207, -0.8331], [-2.0011, -2.3248, -0.2013], [-3.2421, -0.6525, 1.7093], [-4.5158, -1.3088, 1.4918], [-5.6841, -0.3109, 1.0452], [-6.2246, 0.6059, 2.2299], [-6.0339, -0.0144, 3.5013], [-5.5013, 1.8249, 2.3196], [-7.8147, 0.8676, 2.1436], [-8.1686, 1.3684, 3.4260], [-8.4995, -0.3435, 2.0053], [-8.2308, 1.9943, 1.0913], [-7.2562, 2.2992, 0.1427], [-8.4524, 3.1790, 1.8348], [-9.6231, 1.7030, 0.3337], [-10.6386, 1.3472, 1.2304], [-10.0174, 2.9592, -0.1954], [-9.4856, 0.7248, -0.9196], [-9.3347, 1.5436, -2.0583], [-8.3564, -0.1049, -0.8834], [-10.7466, -0.2089, -1.1966], [-10.6401, -0.6250, -2.5427], [-11.9711, 0.4212, -1.0932], [-10.6361, -1.3730, -0.4409], [1.3347, 1.2623, 1.4354], [2.0043, 2.6382, 0.4166], [2.8330, 0.9639, 0.3098], [1.3179, 1.1130, -1.7541], [-0.3684, -0.6516, -1.2792], [-2.3289, -2.3545, -1.1290], [-4.3863, -2.0453, 0.6211], [-4.8597, -1.9177, 2.3824], [-5.2740, 0.3954, 0.2436], [-6.5227, -0.9773, 0.6400], [4.3194, -0.5102, 0.8022], [5.1790, -0.6490, 1.8284], [5.1590, 0.2738, 2.8613], [6.0440, 0.1270, 3.9238], [6.9452, -0.9343, 3.9354], [6.9588, -1.8515, 2.8895], [6.0667, -1.7114, 1.8323], [4.4558, 1.0980, 2.8308], [6.0321, 0.8389, 4.7414], [7.6381, -1.0453, 4.7626], [7.6639, -2.6751, 2.8975], [6.0573, -2.4214, 1.0138], [3.7217, -5.6525, 1.3914], [2.4870, -6.0892, 1.6882], [1.4303, -5.7571, 0.8564], [0.1526, -6.2131, 1.1606], [-0.0553, -6.9871, 2.2989], [1.0133, -7.3102, 3.1296], [2.2932, -6.8636, 2.8202], [1.6100, -5.1467, -0.0208], [-0.6802, -5.9652, 0.5122], [-1.0533, -7.3389, 2.5380], [0.8493, -7.9096, 4.0181], [3.1383, -7.1127, 3.4507], [8.7694, -0.0780, 0.7223], [8.7901, 0.0618, -0.6117], [7.6816, 0.5859, -1.2568], [7.7045, 0.7357, -2.6390], [8.8308, 0.3498, -3.3608], [9.9359, -0.1799, -2.7019], [9.9185, -0.3200, -1.3187], [6.8109, 0.8730, -0.6789], [6.8456, 1.1518, -3.1535], [8.8459, 0.4630, -4.4396], [10.8109, -0.4838, -3.2657], [10.7732, -0.7223, -0.7881], [1.7708, 5.5734, -1.7841], [1.2493, 5.7349, -3.0106], [1.1595, 7.0082, -3.5491], [0.6240, 7.1744, -4.8216], [0.1750, 6.0670, -5.5362], [0.2661, 4.7938, -4.9824], [0.8113, 4.6255, -3.7147], [1.5066, 7.8588, -2.9747], [0.5559, 8.1654, -5.2559], [-0.2466, 6.1983, -6.5270], [-0.0878, 3.9326, -5.5381], [0.8980, 3.6409, -3.2715]]
}